Formula: C5H7NO3S2
Source: the OMol25 dataset
Level of theory: ωB97M-V/def2-TZVPD

Energy relative to the best compared isomer or geometry (same formula, charge and spin) in eV: 0.460
SMILES: O=C1CCCS1(=O)=O.N=C=S
Energy in eV: -34599.1036
HOMO level in eV: -9.2
Molar mass in g/mol: 193.249

Last column: natural (NBO) charge in e.
Cartesian coordinates (Å):
O -0.880 1.367 -1.193  -0.45
C -0.145 0.696 -0.539  0.44
C 1.223 0.213 -0.681  -0.55
C 1.934 0.434 0.621  -0.41
C 1.162 -0.302 1.709  -0.68
S -0.547 0.196 1.317  2.00
O -1.403 -0.996 1.339  -0.93
O -0.882 1.335 2.107  -0.91
H 1.658 0.884 -1.552  0.25
H 1.360 -0.908 -0.959  0.27
H 2.977 0.221 0.475  0.24
H 1.852 1.473 0.816  0.22
H 1.407 -1.373 1.962  0.26
H 1.405 0.114 2.659  0.25
N -3.029 -1.076 -1.335  -0.66
C -2.572 -0.647 -2.353  0.24
S -1.674 -0.176 -3.557  -0.04
H -3.845 -1.455 -0.834  0.46

=====

Formula: C36H38N2O3OsP2
Source: the OMol25 dataset
Level of theory: ωB97M-V/def2-TZVPD

Energy relative to the best compared isomer or geometry (same formula, charge and spin) in eV: 0.618
Charge: +2
Energy in eV: -68103.3031
HOMO level (spin up / spin down) in eV: -12.7 / -12.7
Molar mass in g/mol: 798.889

Last column: Mulliken charge in e.
Cartesian coordinates (Å):
Os -0.263 0.371 0.517  0.78
O 2.069 0.557 -0.477  -0.20
C 3.145 -0.226 -0.532  0.36
C 1.778 -2.029 1.279  0.49
O 2.343 -3.024 1.451  -0.35
O 0.852 -1.293 1.345  -0.60
C 3.283 -0.881 -1.832  0.42
C 3.938 -2.106 -2.020  -0.01
C 4.081 -2.631 -3.288  -1.03
C 3.572 -1.952 -4.392  -0.46
C 2.907 -0.743 -4.217  -0.82
C 2.752 -0.214 -2.953  -0.23
C 4.220 0.085 0.378  1.60
C 5.471 -0.544 0.232  -0.77
C 6.507 -0.241 1.086  -1.02
C 6.326 0.694 2.103  -0.53
C 5.091 1.319 2.267  -1.00
C 4.042 1.009 1.429  -0.18
H 2.285 1.341 0.085  -0.47
H 4.290 -2.685 -1.176  0.53
H 4.581 -3.581 -3.417  0.45
H 3.695 -2.366 -5.384  0.45
H 2.519 -0.206 -5.072  0.48
H 2.257 0.739 -2.834  0.40
H 5.642 -1.251 -0.570  0.59
H 7.465 -0.725 0.956  0.47
H 7.145 0.934 2.767  0.44
H 4.945 2.041 3.057  0.50
H 3.091 1.493 1.635  0.54
C -1.554 -0.662 3.209  -1.63
N -1.057 0.483 2.421  0.53
C -0.671 1.537 3.092  -0.31
C 0.155 2.499 2.453  -0.04
C 0.731 3.721 2.813  -1.42
C 1.518 4.112 1.730  -0.90
C 1.399 3.112 0.755  -1.15
N 0.590 2.120 1.197  1.74
C -2.930 -1.177 2.890  1.10
C -4.017 -0.318 2.784  -0.41
C -5.296 -0.821 2.594  -0.63
C -5.504 -2.194 2.552  -0.61
C -4.431 -3.059 2.711  -0.55
C -3.151 -2.550 2.877  -0.71
H -1.527 -0.362 4.260  0.66
H -0.822 -1.465 3.102  0.12
H -0.948 1.633 4.137  0.55
H 0.584 4.259 3.736  0.59
H 2.096 5.017 1.643  0.60
H 1.807 3.114 -0.250  0.56
H -3.868 0.751 2.875  0.64
H -6.137 -0.144 2.511  0.45
H -6.504 -2.586 2.424  0.43
H -4.593 -4.129 2.711  0.43
H -2.315 -3.229 3.007  0.44
C -1.360 3.438 -0.815  -1.58
P -1.884 1.739 -0.460  1.41
C -3.467 1.981 0.376  -1.48
C -2.310 1.001 -2.060  0.38
C -2.880 1.739 -3.095  -0.99
C -3.231 1.114 -4.281  -0.80
C -3.030 -0.251 -4.436  -0.91
C -2.473 -0.992 -3.405  -0.93
C -2.103 -0.369 -2.216  0.31
P -1.416 -1.301 -0.814  1.30
C -2.755 -2.400 -0.292  -1.46
C -0.215 -2.452 -1.549  -1.35
H -2.185 4.004 -1.249  0.63
H -0.519 3.447 -1.507  0.40
H -1.065 3.921 0.116  0.33
H -4.114 2.588 -0.260  0.64
H -3.306 2.500 1.322  0.39
H -3.944 1.023 0.568  0.27
H -3.048 2.803 -2.988  0.39
H -3.667 1.691 -5.085  0.43
H -3.310 -0.738 -5.360  0.45
H -2.328 -2.057 -3.537  0.35
H -3.130 -2.952 -1.155  0.66
H -3.566 -1.827 0.157  0.23
H -2.378 -3.106 0.448  0.44
H -0.651 -3.010 -2.378  0.62
H 0.097 -3.173 -0.790  0.40
H 0.653 -1.912 -1.917  0.16

=====

Formula: C2H4FPSi
Source: the OMol25 dataset
Level of theory: ωB97M-V/def2-TZVPD

Energy relative to the best compared isomer or geometry (same formula, charge and spin) in eV: 1.693
SMILES: C1#P=C1.F[SiH3]
Energy in eV: -22019.1286
HOMO level in eV: -8.7
Molar mass in g/mol: 106.112

Last column: Mulliken charge in e.
Cartesian coordinates (Å):
C -2.040 0.157 -2.076  -0.42
P -0.991 1.392 -2.851  0.01
C -2.447 1.473 -2.027  0.06
H -3.301 2.117 -1.853  0.34
F 0.665 1.172 0.362  -0.24
Si 1.320 -0.080 -0.363  0.48
H 1.411 0.484 -1.857  -0.12
H 2.618 -0.081 0.400  -0.09
H 0.247 -1.186 -0.182  -0.03

=====

Formula: C25H39F15NbO12
Source: the OMol25 dataset
Level of theory: ωB97M-V/def2-TZVPD

Charge: -1
Energy in eV: -93432.6886
HOMO level in eV: -4.7
Molar mass in g/mol: 909.451

Last column: Mulliken charge in e.
Cartesian coordinates (Å):
O -1.257 -1.039 -5.401  -0.47
C -0.538 -0.586 -6.334  0.28
O -0.392 0.824 -6.387  -0.34
C 0.775 1.313 -5.646  -0.34
C 1.662 0.198 -4.927  -0.14
C 2.825 1.006 -4.105  -0.35
C 2.590 0.777 -2.505  -1.18
Nb 0.648 1.692 -1.708  -0.97
H -0.102 -1.331 -7.091  0.27
H 1.465 1.819 -6.428  0.25
H 0.464 2.155 -4.931  0.08
H 2.247 -0.480 -5.657  -0.02
H 1.123 -0.426 -4.144  0.32
H 3.879 0.680 -4.410  0.30
H 2.766 2.136 -4.343  0.29
H 2.557 -0.363 -2.306  0.32
H 3.447 1.224 -1.877  0.39
H 1.494 2.724 -0.489  0.28
H 0.427 0.327 -0.481  -0.02
H -0.321 0.733 -2.951  0.14
H 0.749 3.053 -2.905  -0.03
H -0.974 2.389 -1.173  -0.04
C -3.377 -1.153 -1.559  -0.99
C -4.482 -1.608 -0.625  -0.28
O -3.946 -2.403 0.446  -0.27
C -3.430 -1.722 1.489  0.35
O -3.397 -0.523 1.566  -0.50
C -2.946 -2.688 2.567  0.88
F -2.251 -3.727 2.060  -0.26
F -3.978 -3.224 3.264  -0.29
F -2.141 -2.101 3.470  -0.25
H -2.803 -2.010 -1.920  0.28
H -3.791 -0.619 -2.416  0.37
H -2.674 -0.493 -1.046  0.28
H -5.182 -2.245 -1.169  0.31
H -5.053 -0.762 -0.234  0.32
C 4.642 6.157 3.462  -1.24
C 3.835 5.203 4.319  0.08
O 3.104 4.282 3.497  -0.33
C 3.791 3.208 3.055  0.31
O 4.950 2.996 3.309  -0.54
C 2.883 2.293 2.239  0.94
F 2.110 2.973 1.372  -0.18
F 2.044 1.586 3.028  -0.27
F 3.570 1.393 1.512  -0.26
H 3.997 6.661 2.737  0.33
H 5.135 6.910 4.081  0.37
H 5.406 5.624 2.891  0.35
H 3.097 5.763 4.896  0.19
H 4.467 4.670 5.035  0.29
C -0.946 9.003 8.132  -1.10
C 0.468 9.425 8.482  -0.20
O 1.274 8.279 8.795  -0.32
C 1.797 7.618 7.742  0.40
O 1.624 7.931 6.594  -0.52
C 2.668 6.459 8.218  0.86
F 2.091 5.750 9.210  -0.25
F 3.855 6.886 8.698  -0.27
F 2.945 5.582 7.237  -0.22
H -1.374 8.394 8.932  0.30
H -1.581 9.877 7.973  0.36
H -0.961 8.394 7.225  0.32
H 0.453 10.051 9.376  0.31
H 0.922 10.014 7.682  0.32
C -5.020 -5.550 3.264  -0.97
C -5.840 -6.505 4.109  -0.40
O -6.577 -7.416 3.277  -0.31
C -5.898 -8.492 2.831  0.37
O -4.744 -8.719 3.087  -0.51
C -6.812 -9.394 2.006  0.86
F -7.577 -8.700 1.138  -0.24
F -7.662 -10.096 2.787  -0.25
F -6.131 -10.294 1.275  -0.24
H -5.655 -5.034 2.540  0.30
H -4.529 -4.815 3.889  0.42
H -4.257 -6.086 2.694  0.35
H -6.577 -5.942 4.687  0.35
H -5.216 -7.048 4.824  0.34
C 2.077 -6.248 -7.903  -1.09
C 3.333 -5.836 -8.645  -0.19
O 3.112 -4.621 -9.377  -0.33
C 3.226 -3.476 -8.671  0.39
O 3.494 -3.429 -7.500  -0.50
C 3.017 -2.267 -9.578  0.88
F 1.965 -2.417 -10.410  -0.26
F 4.090 -2.034 -10.364  -0.27
F 2.797 -1.134 -8.890  -0.22
H 1.231 -6.320 -8.590  0.30
H 2.218 -7.213 -7.412  0.36
H 1.809 -5.509 -7.144  0.32
H 3.593 -6.601 -9.379  0.31
H 4.186 -5.734 -7.969  0.31